1.
Below is a cluster of 2 separate species, CH3N3O3 in total in a non-equilibrium geometry, with properties calculated with ωB97M-V/def2-TZVPD.

Properties
LUMO energy (eV): 0.475
Energy relative to the best compared isomer or geometry (same formula, charge and spin) (kcal per mole): 43.2
Kohn-Sham gap (eV): 11.51
SMILES: [H]/N=[N+](\[O-])O.N=C=O

Geometry (Å):
O: 0.314 -0.941 -2.429
O: -1.925 0.642 0.997
O: 1.198 -0.961 -0.453
N: 0.294 -0.394 -1.363
N: 0.118 -0.020 1.871
N: -0.216 0.617 -0.860
C: -0.853 0.398 1.314
H: 0.835 -0.835 0.458
H: 1.066 0.345 1.850
H: -0.831 1.149 -1.384

***

2.
Below is a cluster of 2 separate species, CH3N3O6P2 in total in a non-equilibrium geometry, with properties calculated with ωB97M-V/def2-TZVPD.

Properties
LUMO energy (eV): 6.551
Energy relative to the best compared isomer or geometry (same formula, charge and spin) (kcal per mole): 59.0
Charge: -2
Kohn-Sham gap (eV): 7.73

Geometry (Å):
P: 1.211 0.230 0.417
P: 2.656 -0.858 -1.209
O: 1.485 0.510 1.791
O: 0.220 -3.176 -1.697
O: 3.951 -1.219 -0.662
O: 2.401 -0.799 -2.644
O: 2.340 0.775 -0.661
O: -1.465 2.067 0.745
N: -0.310 0.007 -0.230
N: 1.372 -1.420 -0.225
N: -0.635 -2.055 -1.400
C: 0.038 -1.215 -0.734
H: -0.670 2.160 1.188
H: 1.088 -2.947 -1.281
H: -1.325 1.049 0.260

***

3.
Below is an isolated molecule of CH3N3S in a non-equilibrium geometry, with properties calculated with ωB97M-V/def2-TZVPD.

Properties
LUMO energy (eV): -0.529
Energy relative to the best compared isomer or geometry (same formula, charge and spin) (kcal per mole): 40.0
Kohn-Sham gap (eV): 8.24
SMILES: N/N=N/C=S

Geometry (Å):
S: 2.502 0.483 0.076
N: -0.347 0.538 -0.023
N: -0.104 -0.634 0.050
N: -1.644 0.791 0.145
C: 1.634 -0.863 -0.021
H: -1.808 1.587 -0.470
H: -2.310 -0.001 0.113
H: 2.077 -1.901 0.129

***

4.
Below is an isolated molecule of CH3N3S2 in a non-equilibrium geometry, with properties calculated with ωB97M-V/def2-TZVPD.

Properties
LUMO energy (alpha / beta) (eV): -0.483 / -0.486
Energy relative to the best compared isomer or geometry (same formula, charge and spin) (kcal per mole): 65.5
Kohn-Sham gap (alpha / beta) (eV): 7.56 / 7.56

Geometry (Å):
S: 1.152 0.982 -1.205
S: -0.916 -1.002 1.838
N: 0.029 -0.105 -1.679
N: -0.906 -0.584 -0.884
N: -0.827 -0.162 0.350
C: 0.222 0.270 1.229
H: 0.203 1.187 1.791
H: -0.081 -0.458 -2.593
H: 1.122 -0.128 1.152